The following is a quantum chemistry calculation of one molecule with the formula C4H5NO, from the Open Molecules 2025 dataset.

Atoms and positions in Å:
N1 1.7769 -0.0780 0.0270
C1 0.2865 0.0958 -0.0364
C2 0.9944 1.2059 0.1287
O1 -2.2604 1.0586 0.1224
C3 -2.0700 -0.1252 -0.1281
C4 -0.7705 -0.7468 -0.1993
H1 2.1435 -0.5738 0.8395
H2 2.3138 -0.2443 -0.8206
H3 1.1653 2.0008 0.8317
H4 -2.9332 -0.7950 -0.3327
H5 -0.6462 -1.7979 -0.4321

Calculated values
orbital gap = 8.052 eV
structure (SMILES) = [O-]/C=C\C1=C[NH2+]1
LUMO = 0.38 eV

Table of Mulliken atomic charges, one value per atom, all in e: -0.243 0.443 -0.365 -0.559 -0.017 -0.671 0.263 0.261 0.233 0.312 0.343


The following is a quantum chemistry calculation of C31H33Cl3N10OS2V as an isolated structure in a non-equilibrium geometry, from the Open Molecules 2025 dataset.

Atoms and positions in Å:
V1 -1.5096 1.1503 1.0471
N1 2.6226 -0.0472 1.2061
C1 1.5614 0.7241 1.0443
N2 0.3536 0.4034 1.4409
C2 0.1644 -0.8313 2.0888
N3 -0.9517 -1.0931 2.6819
N4 -1.9074 -0.0528 2.6110
C3 -2.8055 -0.2115 3.5161
C4 -3.9196 0.6893 3.8563
C5 -4.9942 0.1374 4.5368
C6 -6.0805 0.9393 4.8489
C7 -6.0466 2.2718 4.4879
C8 -4.9144 2.7502 3.8418
N5 -3.8706 1.9857 3.5299
C9 1.2638 -1.7877 2.1281
C10 1.1142 -3.0966 2.5934
C11 2.2055 -3.9350 2.6459
C12 3.4644 -3.4709 2.2529
C13 3.6278 -2.1816 1.7912
C14 2.5171 -1.3517 1.7140
H1 3.5140 0.2711 0.8614
H2 1.7071 1.6689 0.5370
H3 -2.7269 -1.1207 4.1036
H4 -4.9826 -0.9131 4.8094
H5 -6.9323 0.5280 5.3746
H6 -6.8691 2.9392 4.7148
H7 -4.8403 3.7993 3.5718
H8 0.1313 -3.4248 2.9148
H9 2.0934 -4.9531 2.9999
H10 4.3234 -4.1285 2.3100
H11 4.6067 -1.8186 1.4909
N6 -1.3303 2.9405 2.3230
N7 -1.3589 4.1540 1.6186
C15 -0.9334 4.2145 0.3429
N8 -0.8293 5.4297 -0.1816
S1 -0.5627 2.8246 -0.5639
H12 -2.2341 2.7861 2.7789
H13 -0.5984 2.9671 3.0161
H14 -1.5385 4.9951 2.1351
H15 -1.0392 6.2719 0.3267
H16 -0.5637 5.5125 -1.1468
O1 0.2577 0.1145 -1.9189
S2 0.2561 0.4174 -3.4068
C16 1.8153 1.2758 -3.7543
C17 3.0940 0.5341 -3.4677
C18 4.0032 0.3112 -4.4959
C19 5.2063 -0.3424 -4.2502
C20 5.5032 -0.7932 -2.9723
C21 4.5924 -0.5840 -1.9400
C22 3.4016 0.0853 -2.1816
C23 0.5379 -1.1960 -4.2409
C24 1.1815 -2.2263 -3.3512
C25 2.4841 -2.6596 -3.5711
C26 3.0603 -3.6156 -2.7445
C27 2.3410 -4.1412 -1.6793
C28 1.0324 -3.7272 -1.4614
C29 0.4570 -2.7804 -2.2966
H17 1.7161 2.1717 -3.1385
H18 1.7503 1.5679 -4.8061
H19 3.7727 0.6501 -5.5030
H20 5.9110 -0.4973 -5.0600
H21 6.4376 -1.3086 -2.7783
H22 4.8179 -0.9594 -0.9452
H23 2.6715 0.2229 -1.3950
H24 1.1242 -0.9820 -5.1382
H25 -0.4622 -1.5021 -4.5422
H26 3.0551 -2.2489 -4.3966
H27 4.0717 -3.9540 -2.9399
H28 2.7893 -4.8884 -1.0342
H29 0.4538 -4.1618 -0.6534
H30 -0.5739 -2.4830 -2.1430
Cl1 -6.1209 0.6732 -1.3047
C30 -5.3579 2.2232 -0.9498
Cl2 -6.4462 3.2516 -0.0311
Cl3 -4.8593 3.0197 -2.4374
C31 -4.1611 1.9513 -0.1481
N9 -3.2232 1.7253 0.4739
N10 -1.8662 -0.5589 -0.2110
H31 -1.6414 -1.4568 0.2014
H32 -1.2145 -0.4245 -0.9927
H33 -2.7987 -0.6393 -0.5943

Calculated values
orbital gap (spin up / spin down) = 7.047 / 7.499 eV
multiplicity = 4
LUMO (spin up / spin down) = -5.39 / -5.45 eV
total charge = +2

Table of Mulliken atomic charges, one value per atom, all in e: 0.336 0.050 -0.631 0.400 0.238 -0.694 0.301 -0.392 0.713 -0.825 -0.381 -0.759 -0.284 -0.407 0.509 -0.239 -0.923 -0.629 -0.807 0.341 0.375 0.552 0.421 0.419 0.455 0.414 0.478 0.498 0.454 0.468 0.448 -0.105 -0.332 0.506 -0.377 -0.315 0.358 0.353 0.227 0.201 0.219 -0.529 0.187 -1.195 0.142 -0.530 -0.699 -0.553 -0.336 1.243 -1.461 0.108 -0.201 -0.859 -0.473 -0.767 0.121 0.414 0.578 0.373 0.399 0.451 0.091 -0.231 0.511 0.588 0.621 0.441 0.490 0.463 0.470 -0.080 0.719 -0.073 -0.067 -0.191 -0.084 -0.347 0.313 0.025 0.292


The following is a quantum chemistry calculation of a 2-piece molecular cluster, C8H16S2 overall in a non-equilibrium geometry, from the Open Molecules 2025 dataset.

Atoms and positions in Å:
S1 -1.9182 2.6409 -2.2090
C1 -2.4090 1.2873 -3.2967
C2 -1.2439 1.4576 -0.9898
C3 -1.3779 0.1872 -3.0650
C4 -1.2575 0.0173 -1.5916
H1 -3.4187 1.0172 -2.9319
H2 -2.4757 1.4371 -4.3915
H3 -0.2047 1.7874 -0.7979
H4 -1.8064 1.5481 -0.0407
H5 -1.6675 -0.8100 -3.4486
H6 -0.3721 0.4221 -3.4635
H7 -0.2829 -0.3565 -1.2228
H8 -2.0487 -0.6306 -1.1677
S2 3.0190 0.4713 1.9991
C5 1.9464 -0.4196 0.8314
C6 2.2008 -0.2877 3.4459
C7 1.1374 -1.4383 1.5808
C8 0.8991 -0.9833 3.0320
H9 2.5947 -0.8890 0.0666
H10 1.2834 0.3006 0.3145
H11 2.8580 -1.0772 3.8587
H12 2.0087 0.4459 4.2524
H13 0.2010 -1.6068 1.0149
H14 1.7017 -2.3906 1.5889
H15 0.5758 -1.8660 3.6166
H16 0.0574 -0.2645 3.0147

Calculated values
orbital gap = 9.205 eV
structure (SMILES) = C1CCSC1.C1CCSC1
LUMO = 0.82 eV

Table of Mulliken atomic charges, one value per atom, all in e: -0.199 -0.554 -0.639 -0.648 -0.143 0.277 0.369 0.261 0.380 0.313 0.299 -0.043 0.321 -0.173 0.014 -0.573 -0.530 -0.580 0.368 -0.310 0.282 0.357 0.264 0.309 0.317 0.262


The following is a quantum chemistry calculation of a 14-piece molecular cluster, H28O14 overall in a non-equilibrium geometry, from the Open Molecules 2025 dataset.

Atoms and positions in Å:
O1 -19.0100 -14.4940 3.4730
H1 -18.7690 -14.1420 2.6200
H2 -18.7520 -15.4150 3.4550
O2 -18.0470 -11.6430 4.2580
H3 -18.2080 -11.9310 3.3760
H4 -17.7870 -12.3840 4.8190
O3 -20.2370 -11.1920 2.4090
H5 -19.6890 -10.8820 1.6640
H6 -21.1090 -10.9420 2.1370
O4 -21.3130 -13.2840 4.2610
H7 -21.1620 -13.6860 5.0940
H8 -20.5840 -13.5850 3.7680
O5 -17.8950 -10.9750 0.0310
H9 -18.1810 -11.2290 -0.8460
H10 -17.8730 -11.8240 0.4510
O6 -15.1680 -10.6600 5.8440
H11 -15.8880 -10.1360 5.5920
H12 -14.4350 -10.0270 5.8340
O7 -17.6930 -9.5550 5.7920
H13 -18.0900 -10.3010 5.3420
H14 -18.4210 -8.9610 6.0080
O8 -17.8600 -13.4010 6.4930
H15 -17.8090 -12.6970 7.1060
H16 -16.9770 -13.7840 6.5140
O9 -15.3040 -13.1590 3.7750
H17 -15.7340 -14.0090 4.0150
H18 -15.4590 -12.5980 4.5140
O10 -18.3550 -8.9630 2.7630
H19 -17.4390 -9.1960 2.7960
H20 -18.8930 -9.6450 3.1640
O11 -17.1060 -13.1290 1.7590
H21 -16.5070 -13.7980 1.4480
H22 -16.5480 -12.7710 2.4780
O12 -17.4600 -11.2650 8.0240
H23 -16.6820 -11.2580 8.6450
H24 -17.0840 -10.9000 7.2740
O13 -20.2720 -14.5610 6.6140
H25 -20.0380 -15.3880 6.2730
H26 -19.4700 -14.0670 6.4810
O14 -20.3880 -10.9010 5.7470
H27 -21.3140 -10.7220 5.5130
H28 -20.0610 -11.4030 4.9740

Calculated values
orbital gap = 9.693 eV
LUMO = -0.30 eV

Table of Mulliken atomic charges, one value per atom, all in e: -0.631 0.245 0.247 0.436 -0.236 0.143 -0.519 0.299 0.226 -0.640 0.395 0.330 -0.594 0.322 0.270 -0.619 0.366 0.293 -0.726 0.386 0.312 -0.818 0.465 0.219 -0.742 0.320 0.320 -0.656 0.289 0.366 -0.580 0.244 0.397 -0.717 0.283 0.348 -0.680 0.302 0.394 -0.632 0.308 0.267


The following is a quantum chemistry calculation of C19H20N3O7P2RuTe as an isolated structure in a non-equilibrium geometry, from the Open Molecules 2025 dataset.

Atoms and positions in Å:
Ru1 -0.1705 -0.2961 0.7070
O1 -0.7011 1.8249 3.7793
P1 -1.8409 1.5963 2.6833
O2 -2.9226 2.5678 2.6966
O3 -1.0777 1.3933 1.3900
O4 -2.3889 0.0904 3.0914
P2 -1.8726 -1.2324 2.3843
O5 -2.6208 -2.3809 3.1138
O6 -0.3624 -1.4013 2.5327
O7 -2.0959 -1.1171 0.8785
H1 -1.0187 2.3529 4.5324
H2 -3.5110 -2.1829 3.4525
N1 -6.8133 5.0533 -5.3462
C1 -5.9364 4.4773 -4.8779
C2 -4.8452 3.7602 -4.2946
C3 -4.5375 3.9419 -2.9474
C4 -3.4784 3.2533 -2.3829
C5 -2.7481 2.3747 -3.1702
C6 -3.0472 2.1824 -4.5126
C7 -4.0957 2.8832 -5.0779
N2 -1.6662 1.6527 -2.5881
C8 -0.4582 1.3567 -3.1833
C9 0.2605 0.6627 -2.2658
N3 -0.4952 0.5318 -1.1238
C10 -1.6518 1.1380 -1.3517
H3 -5.1171 4.6324 -2.3513
H4 -3.2142 3.4163 -1.3456
H5 -2.4818 1.4762 -5.1059
H6 -4.3457 2.7456 -6.1203
H7 -0.2108 1.6936 -4.1741
H8 1.2543 0.2590 -2.3536
H9 -2.4706 1.1980 -0.6556
C11 5.3836 -4.7020 1.2940
C12 4.4986 -3.5086 1.4693
C13 4.6815 -2.6285 2.5277
C14 3.8873 -1.5058 2.6941
C15 4.1215 -0.6095 3.8779
C16 2.8808 -1.2561 1.7404
Te1 1.8025 0.5030 1.8867
C17 2.6481 -2.1561 0.6817
C18 1.5269 -1.9778 -0.3238
C19 3.4670 -3.2613 0.5622
H10 5.9804 -4.8917 2.1837
H11 6.0666 -4.5404 0.4570
H12 4.7979 -5.5927 1.0670
H13 5.4616 -2.8305 3.2515
H14 4.9029 -1.0219 4.5125
H15 3.2195 -0.5051 4.4822
H16 4.4382 0.3901 3.5750
H17 0.5005 -1.9887 0.1980
H18 1.4916 -2.8089 -1.0225
H19 1.6304 -1.0464 -0.8838
H20 3.2945 -3.9652 -0.2438

Calculated values
orbital gap (spin up / spin down) = 6.036 / 6.036 eV
LUMO (spin up / spin down) = -5.93 / -5.92 eV
total charge = +1

Table of Mulliken atomic charges, one value per atom, all in e: 0.698 -0.481 0.686 -0.675 -0.370 -0.241 0.914 -0.502 -0.469 -0.528 0.311 0.361 -0.453 0.001 0.483 -0.839 -0.351 0.729 -0.550 -0.818 0.201 -0.626 -0.777 0.441 -0.753 0.457 0.592 0.488 0.454 0.470 0.580 0.654 -1.492 0.511 -0.994 0.933 -1.879 0.115 0.374 1.122 -0.450 -1.047 0.376 0.326 0.374 0.322 0.375 0.415 0.427 0.684 0.479 -0.443 0.384


The following is a quantum chemistry calculation of C45H58AsFHfN5O4S3 as an isolated structure in a non-equilibrium geometry, from the Open Molecules 2025 dataset.

Atoms and positions in Å:
Hf1 0.1789 -1.0441 0.2543
O1 3.7837 -2.5790 0.0556
S1 2.5267 -1.9470 0.3166
O2 2.4313 -1.2873 1.6437
O3 2.1116 -0.9298 -0.6714
O4 1.3501 -2.8786 0.3199
C1 -1.2736 0.9856 4.5396
C2 -0.7087 1.4914 3.2115
C3 -1.3894 2.7967 2.7853
C4 0.7945 1.6933 3.2375
C5 1.4043 2.2180 4.3692
C6 2.7566 2.5096 4.3762
C7 3.5051 2.2705 3.2388
C8 2.9487 1.7307 2.0820
C9 3.8875 1.4965 0.9066
C10 4.4390 2.8107 0.3366
C11 5.0882 0.6233 1.3084
C12 1.5579 1.4449 2.0719
N1 0.8540 0.9594 0.9392
C13 0.7840 1.7804 -0.1532
C14 0.2205 1.3719 -1.3624
N2 -0.2714 0.0945 -1.5954
C15 -1.2753 -0.0199 -2.5785
C16 -2.5365 0.6088 -2.3754
C17 -3.5332 0.4679 -3.3330
C18 -3.3359 -0.2732 -4.4839
C19 -2.1048 -0.8681 -4.6920
C20 -1.0600 -0.7448 -3.7792
C21 0.2757 -1.3311 -4.2251
C22 0.7126 -2.5543 -3.4254
C23 1.3979 -0.2862 -4.2463
C24 -2.8827 1.3878 -1.1132
C25 -3.2039 2.8596 -1.4061
C26 -4.0763 0.7572 -0.3834
C27 0.2641 2.4994 -2.2978
C28 -0.0741 2.7086 -3.6153
C29 0.0882 4.0036 -4.1710
C30 0.5590 5.0706 -3.4515
C31 0.9256 4.8868 -2.0891
C32 1.3873 5.8770 -1.1800
C33 1.6392 5.5339 0.1218
C34 1.4971 4.2096 0.6116
C35 1.0926 3.2205 -0.2520
C36 0.7875 3.6060 -1.5802
H1 -2.3227 0.7132 4.4060
H2 -1.2235 1.7453 5.3235
H3 -0.7379 0.0915 4.8629
H4 -0.9269 0.7444 2.4555
H5 -1.1603 3.6017 3.4892
H6 -2.4737 2.6654 2.7392
H7 -1.0423 3.1009 1.7961
H8 0.8092 2.4200 5.2524
H9 3.2243 2.9308 5.2585
H10 4.5607 2.5182 3.2453
H11 3.3399 0.9768 0.1236
H12 5.0476 3.3272 1.0840
H13 3.6405 3.4761 0.0220
H14 5.0706 2.5982 -0.5287
H15 5.6432 1.0696 2.1363
H16 5.7702 0.5218 0.4611
H17 4.7718 -0.3725 1.5941
H18 -4.4890 0.9553 -3.1759
H19 -4.1256 -0.3742 -5.2195
H20 -1.9326 -1.4270 -5.6066
H21 0.1180 -1.6739 -5.2534
H22 0.9762 -2.2692 -2.4158
H23 1.5970 -3.0074 -3.8804
H24 -0.0797 -3.3041 -3.4042
H25 1.7060 -0.0368 -3.2326
H26 1.0745 0.6253 -4.7506
H27 2.2643 -0.6865 -4.7789
H28 -2.0385 1.3474 -0.4312
H29 -4.1025 2.9442 -2.0240
H30 -2.3849 3.3549 -1.9217
H31 -3.3867 3.3905 -0.4690
H32 -4.9788 0.7801 -0.9987
H33 -4.2753 1.3166 0.5329
H34 -3.8642 -0.2747 -0.1033
H35 -0.4903 1.9220 -4.2305
H36 -0.1993 4.1515 -5.2062
H37 0.6376 6.0507 -3.9085
H38 1.5187 6.9006 -1.5133
H39 1.9678 6.2988 0.8164
H40 1.7169 4.0132 1.6528
F1 -1.5961 -0.4056 0.6926
N3 -3.5033 -2.6471 2.1554
H41 -3.1859 -1.7766 1.7407
H42 -3.3116 -3.3653 1.4655
H43 -2.8701 -2.8149 2.9272
C37 2.4020 -1.5090 4.5881
As1 1.4472 -2.8169 3.5000
C38 2.5566 -4.3270 2.9735
C39 0.6479 -3.8142 5.0366
S2 -0.3676 -2.1071 2.6702
H44 2.9585 -2.0183 5.3738
H45 1.6547 -0.8507 5.0282
H46 3.0633 -0.9258 3.9537
H47 3.0991 -4.6545 3.8588
H48 3.2375 -4.0886 2.1698
H49 1.8778 -5.1162 2.6531
H50 1.4186 -4.2032 5.7038
H51 0.0544 -4.6449 4.6527
H52 -0.0175 -3.1533 5.5909
N4 -4.6887 -5.1196 -3.5003
C40 -3.6417 -5.6092 -2.7894
S3 -3.3177 -7.2366 -2.8516
C41 -2.8771 -4.6590 -1.9813
C42 -3.2107 -3.3049 -1.8879
C43 -2.4156 -2.4481 -1.1600
N5 -1.2942 -2.8146 -0.5330
C44 -1.0013 -4.1247 -0.5704
C45 -1.7475 -5.0545 -1.2552
H53 -5.0954 -5.7673 -4.1546
H54 -4.6692 -4.1508 -3.7832
H55 -4.0953 -2.9040 -2.3630
H56 -2.6879 -1.4075 -1.0666
H57 -0.1062 -4.4217 -0.0456
H58 -1.4608 -6.0955 -1.2570

Calculated values
orbital gap = 3.713 eV
LUMO = 0.73 eV
total charge = -1

Here are the Mulliken charges for atoms 1 to 99, given in e: 0.882 -0.893 0.245 -0.365 -0.550 -0.400 -1.900 2.217 -1.451 1.088 -0.484 -1.659 -0.543 1.575 1.174 -1.589 -1.617 -1.026 0.959 0.659 -0.448 1.189 -1.641 1.826 -0.207 -1.745 -0.941 0.995 0.359 -1.325 -1.335 2.024 -1.773 -1.589 0.298 0.559 -1.345 -1.027 1.072 -1.226 -0.878 0.617 0.008 -0.835 0.410 0.437 0.291 -1.100 0.320 0.449 0.149 0.193 0.368 0.335 -0.242 0.321 0.275 0.451 0.319 0.448 0.206 0.372 0.368 0.318 0.641 0.156 0.601 0.185 0.012 0.327 0.569 -1.174 0.358 0.282 0.459 0.364 0.432 0.230 0.477 0.411 0.382 0.375 0.439 0.322 -0.390 -0.869 0.221 0.314 0.359 -0.761 1.185 -1.325 -1.322 -0.283 0.603 0.157 0.005 0.464 0.394


Number 1: DFT total energy -7762.5903 eV. Number 2: DFT total energy -134545.8329 eV. Number 3: DFT total energy -30225.6683 eV. Number 4: DFT total energy -29120.5391 eV. Number 5: DFT total energy -67283.7686 eV. Number 6: DFT total energy -160625.7018 eV.